# C3H7N3O

An isolated molecule of C3H7N3O (the ωB97M-V functional and the def2-TZVPD basis, OMol25).

Structure (SMILES): C/N=C(/N)C(N)=O
ΔE to the lowest compared entry with this formula, charge and spin in kcal/mol: 41.9
E_tot in a.u.: -357.9831
M in g/mol: 101.109
Kohn-Sham gap in eV: 8.78
HOMO level in eV: -8.20
Largest force on an atom in eV Å⁻¹: 2.1

XYZ file:
```
14
C3H7N3O, DFT the ωB97M-V functional and the def2-TZVPD basis
C 1.3668 0.9933 -0.5326
N 0.7737 -0.1975 -1.1008
C 0.1363 -0.6875 -0.0800
N 0.3814 -1.8989 0.4124
C -1.1042 -0.0459 0.5861
N -1.6445 0.9786 -0.1179
O -1.6223 -0.5629 1.5620
H 2.3932 0.7782 -0.2163
H 0.9017 1.0250 0.5066
H 1.3892 1.8748 -1.1999
H -0.2263 -2.2907 1.1149
H 1.1297 -2.4151 -0.0206
H -1.3013 1.1676 -1.0481
H -2.5735 1.2810 0.1343
```

These are the Löwdin partial charges, in e, on atoms 1 to 8:
1. C -0.172
2. N -0.027
3. C -0.436
4. N 0.198
5. C -0.481
6. N 0.176
7. O 0.052
8. H 0.071